{"formula": "C21H45NO19P4", "method": "ωB97M-V/def2-TZVPD", "smiles": "[H]/N=C(\\C)CC1=CC(=O)C=C(O)C1=O.COP(=O)(OC)OC.COP(=O)(OC)OC.COP(=O)(OC)OC.COP(=O)(OC)OC", "de_lowest_kj_mol": 1317.6, "homo_ha": -0.3505, "total_charge": 0, "elements": ["C", "C", "N", "C", "C", "C", "C", "O", "C", "C", "O", "C", "O", "H", "H", "H", "H", "H", "H", "H", "H", "H", "C", "O", "P", "O", "O", "C", "O", "C", "H", "H", "H", "H", "H", "H", "H", "H", "H", "C", "O", "P", "O", "O", "C", "O", "C", "H", "H", "H", "H", "H", "H", "H", "H", "H", "C", "O", "P", "O", "O", "C", "O", "C", "H", "H", "H", "H", "H", "H", "H", "H", "H", "C", "O", "P", "O", "O", "C", "O", "C", "H", "H", "H", "H", "H", "H", "H", "H", "H"], "coordinates": [[0.482, 2.306, -1.772], [1.241, 0.993, -1.281], [0.529, 0.106, -0.612], [2.784, 0.681, -1.486], [3.167, 0.058, -2.895], [4.229, -0.891, -2.928], [4.679, -1.509, -4.339], [5.372, -2.553, -4.415], [4.288, -0.769, -5.704], [3.225, 0.154, -5.683], [2.838, 0.825, -6.861], [2.489, 0.389, -4.277], [1.292, 0.833, -4.380], [1.179, 3.170, -2.051], [-0.266, 2.669, -0.975], [-0.146, 2.089, -2.701], [-0.441, 0.462, -0.534], [3.241, 0.036, -0.639], [3.336, 1.692, -1.414], [4.787, -1.244, -2.009], [4.851, -0.958, -6.684], [2.268, 1.597, -6.657], [6.158, -3.606, 2.411], [4.767, -3.358, 2.557], [4.211, -1.736, 2.420], [5.195, -1.446, 1.288], [4.887, -1.400, 3.886], [4.342, -2.056, 5.027], [3.614, -0.131, 2.292], [4.458, 0.936, 2.692], [6.378, -4.566, 2.885], [6.415, -3.676, 1.354], [6.756, -2.833, 2.896], [5.037, -2.831, 5.359], [3.373, -2.511, 4.809], [4.220, -1.325, 5.830], [5.500, 0.754, 2.424], [4.372, 1.095, 3.768], [4.118, 1.842, 2.184], [0.172, -2.078, -4.127], [-0.134, -3.316, -4.756], [-1.456, -4.233, -4.147], [-2.320, -3.000, -3.899], [-0.564, -4.619, -2.815], [0.620, -5.386, -3.014], [-2.726, -5.277, -3.647], [-3.092, -5.282, -2.278], [1.206, -1.822, -4.362], [-0.474, -1.292, -4.519], [0.068, -2.149, -3.042], [1.490, -4.738, -2.888], [0.648, -5.836, -4.010], [0.658, -6.179, -2.265], [-3.044, -4.284, -1.839], [-2.445, -5.964, -1.723], [-4.118, -5.649, -2.206], [-0.317, 4.477, 3.411], [-1.635, 3.987, 3.218], [-2.424, 4.345, 1.733], [-1.145, 4.153, 0.925], [-2.593, 5.912, 2.219], [-3.413, 6.163, 3.357], [-3.307, 4.668, 0.289], [-3.040, 5.874, -0.407], [-0.122, 4.496, 4.486], [0.402, 3.806, 2.941], [-0.204, 5.489, 3.018], [-2.775, 6.412, 4.208], [-4.030, 5.298, 3.611], [-4.063, 7.014, 3.143], [-1.979, 6.133, -0.385], [-3.630, 6.687, 0.020], [-3.345, 5.738, -1.447], [-6.039, -1.609, 4.023], [-4.701, -1.387, 3.601], [-4.320, 0.119, 2.861], [-5.212, 0.916, 3.808], [-5.141, -0.344, 1.509], [-4.647, -1.472, 0.791], [-3.784, 1.556, 2.087], [-4.710, 2.280, 1.293], [-6.189, -2.687, 4.107], [-6.199, -1.160, 5.004], [-6.757, -1.212, 3.303], [-5.306, -2.325, 0.970], [-3.630, -1.734, 1.096], [-4.649, -1.241, -0.276], [-5.713, 2.277, 1.725], [-4.737, 1.867, 0.283], [-4.357, 3.315, 1.228]], "mulliken_charge": [-0.967, 0.790, -0.658, -0.170, 0.783, -0.645, 0.224, -0.572, -0.576, 0.526, -0.520, 0.190, -0.543, 0.336, 0.151, 0.244, 0.224, -0.188, 0.294, 0.432, 0.347, 0.340, -0.597, -0.469, 1.156, -0.589, -0.317, -0.726, -0.270, -0.651, 0.247, 0.231, 0.305, 0.220, 0.370, 0.265, 0.331, 0.243, 0.265, -0.546, -0.457, 1.111, -0.562, -0.285, -0.694, -0.449, -0.520, 0.099, 0.298, 0.393, 0.192, 0.357, 0.266, 0.277, 0.214, 0.255, -0.609, -0.397, 1.533, -0.755, -0.351, -0.738, -0.450, -0.658, 0.252, 0.151, 0.337, 0.217, 0.345, 0.262, 0.280, 0.236, 0.260, -0.605, -0.484, 0.965, -0.601, -0.344, -0.809, -0.211, -0.375, 0.253, 0.234, 0.313, 0.276, 0.388, 0.305, 0.310, 0.205, 0.261]}